[1]
Below is a single C22H12F2N2O4S molecule in a non-equilibrium geometry, with properties calculated with the ωB97M-V functional and the def2-TZVPD basis.

Computed properties:
- SMILES = O=C(C1=C(O)C(=O)N(c2nc3ccc(F)cc3s2)[C@H]1c1cccc(F)c1)c1ccco1
- spin multiplicity = 1
- electronic energy (eV) = -50448.163
- ΔE to the lowest compared entry with this formula, charge and spin (kcal per mole) = 5.1

Positions of all 43 atoms, in Å:
O  0.00622  0.43208  3.73417
C  0.31163  -0.65106  3.22985
C  0.84943  -0.62455  1.86577
C  1.92914  -1.30576  1.28949
O  2.77122  -2.17217  1.93593
C  2.14950  -0.82697  -0.08731
O  3.05319  -1.26729  -0.76660
N  1.15662  0.10956  -0.37384
C  1.08434  0.89251  -1.54423
N  1.85241  0.71901  -2.61237
C  1.62817  1.71425  -3.55354
C  2.35014  1.84421  -4.74794
C  2.02090  2.87134  -5.64500
C  0.93913  3.73899  -5.36006
F  0.58890  4.64918  -6.26891
C  0.25080  3.61571  -4.15139
C  0.63833  2.64426  -3.25372
S  -0.00168  2.31122  -1.66049
C  0.33532  0.36540  0.84854
C  -1.21239  0.18412  0.65238
C  -2.09563  0.99061  1.36623
C  -3.49361  0.91187  1.13436
C  -4.01430  -0.03046  0.19349
C  -3.11521  -0.86074  -0.48593
F  -3.56947  -1.74964  -1.38703
C  -1.73733  -0.74476  -0.27800
C  0.10766  -1.92931  3.96971
C  0.02951  -3.18083  3.38499
C  -0.32930  -4.09200  4.44268
C  -0.42184  -3.37075  5.57199
O  -0.14582  -2.04094  5.31539
H  3.56286  -2.31468  1.39706
H  3.10417  1.10509  -4.97152
H  2.58230  2.97649  -6.55549
H  -0.59338  4.27374  -3.93554
H  0.55525  1.37650  1.23285
H  -1.73161  1.71085  2.08034
H  -4.15048  1.54490  1.67981
H  -5.07926  -0.13460  0.00669
H  -1.10269  -1.37565  -0.88060
H  0.17782  -3.37438  2.34266
H  -0.55683  -5.11301  4.29858
H  -0.68416  -3.82237  6.54655

Atomic forces in eV per Å
0.20 -0.97 -0.42
-0.56 1.20 2.07
2.63 -2.10 -2.00
-1.79 1.01 2.95
-1.03 0.89 -0.91
0.80 -0.78 -0.60
-0.45 0.57 0.02
-0.33 0.26 0.26
1.22 0.31 -1.81
-1.12 0.06 2.12
0.42 -0.29 -0.06
-0.74 0.56 -0.31
-0.42 -0.31 0.85
0.82 -1.53 1.07
-0.16 0.26 0.00
-0.51 1.16 -0.89
-0.03 -0.48 0.56
0.17 -0.57 0.12
-1.07 -0.11 -0.26
0.18 -0.04 -0.87
-1.15 -0.11 -0.52
1.16 -1.80 -1.29
0.82 0.49 0.72
0.48 1.12 0.88
0.06 0.10 0.16
-0.17 0.26 0.30
0.23 -1.62 -1.06
-0.21 0.88 1.28
0.27 0.97 -1.38
0.07 0.04 -0.18
-0.30 -0.25 0.25
-0.11 0.04 -0.34
0.17 0.11 -0.07
-0.01 0.10 -0.26
0.31 -0.10 -0.11
-0.28 -0.22 -0.26
0.15 0.06 0.10
-0.46 0.38 0.29
0.16 0.12 0.05
0.27 -0.06 -0.02
0.02 -0.16 -0.21
-0.04 -0.85 0.15
0.33 1.40 -0.40

[2]
Below is a single C22H12N6O4 molecule in a non-equilibrium geometry, with properties calculated with the ωB97M-V functional and the def2-TZVPD basis.

Computed properties:
- SMILES = N#C/C(c1nc(=O)c2ccccc2[nH]1)=c1\[nH]c(=C2C(=O)NC(=O)NC2=O)c2ccccc12
- spin multiplicity = 1
- electronic energy (eV) = -40138.609
- ΔE to the lowest compared entry with this formula, charge and spin (kcal per mole) = 0.1

Positions of all 44 atoms, in Å:
N  2.04569  -3.13486  -0.77697
C  1.22850  -2.23636  -0.74166
C  0.35580  -1.12236  -0.74891
C  -0.45685  -1.03164  -1.94480
N  -1.67780  -0.82014  -1.94784
C  -2.34679  -0.65882  -3.11195
O  -3.57266  -0.25554  -3.11051
C  -1.62781  -0.75783  -4.38762
C  -2.20877  -0.24579  -5.58993
C  -1.35013  -0.31250  -6.68255
C  -0.11475  -0.95052  -6.68695
C  0.43316  -1.23307  -5.49482
C  -0.32841  -1.16055  -4.33478
N  0.16496  -1.34742  -3.07880
C  0.35164  -0.31013  0.41917
N  0.98997  -0.63132  1.61125
C  0.92963  0.27503  2.64488
C  1.44985  0.00332  3.86726
C  1.72679  -1.31803  4.31853
O  1.95308  -2.19878  3.54773
N  1.87750  -1.53963  5.67314
C  1.52593  -0.66631  6.60577
O  1.42573  -1.07679  7.76968
N  1.22057  0.60332  6.27332
C  1.33869  0.90986  4.95451
O  1.42818  2.11198  4.84635
C  0.09330  1.40900  2.00462
C  -0.50227  2.57143  2.49316
C  -1.29855  3.35469  1.62127
C  -1.52491  2.99974  0.30410
C  -1.06627  1.79741  -0.14205
C  -0.29121  0.97185  0.73718
H  -3.23477  0.22073  -5.80323
H  -1.64319  0.02718  -7.63592
H  0.46500  -1.10040  -7.59480
H  1.56198  -1.29366  -5.60136
H  1.12499  -1.61423  -2.88255
H  1.47049  -1.49803  1.70604
H  1.92692  -2.49285  5.91927
H  1.38961  1.28468  7.03177
H  -0.34153  3.00091  3.42695
H  -1.64421  4.26859  2.00778
H  -2.10164  3.71788  -0.31041
H  -1.14546  1.47998  -1.17534

Atomic forces in eV per Å
-4.25 4.54 0.20
4.70 -4.71 0.13
0.70 1.10 3.48
0.95 -0.68 -0.82
-3.23 1.31 1.94
-5.18 2.20 -0.99
4.02 -1.66 0.09
-2.54 1.04 -0.35
0.68 0.08 -0.98
-1.11 -0.79 -0.38
-0.64 0.87 -0.37
3.28 -0.54 0.21
0.52 0.17 -0.44
3.30 -0.63 0.55
-0.67 -0.55 -0.69
0.28 -0.31 -0.79
-1.05 0.76 -2.50
-1.43 0.05 1.18
1.34 -0.13 -0.24
0.15 -2.44 -1.44
-0.06 0.37 -2.73
-1.31 -1.41 5.49
0.45 0.81 -0.91
0.46 -2.46 0.60
0.38 4.77 1.03
-0.15 2.00 -2.11
-0.37 -0.76 1.20
-0.41 0.38 -2.03
1.33 -1.57 0.69
-0.89 1.18 0.11
1.62 -1.74 0.11
-0.54 1.17 -1.89
1.69 -0.93 1.25
-0.80 0.54 -0.90
-0.19 0.34 0.12
-1.39 -0.73 1.15
0.04 -0.01 -1.09
0.49 -0.71 0.44
0.18 -1.05 0.59
-0.41 -0.27 -1.17
0.58 0.14 1.59
-0.57 1.02 0.34
0.48 -0.80 0.14
-0.43 0.03 0.20

[3]
Below is 2 unconnected molecules or ions with the total composition C22H13F4N2O in a non-equilibrium geometry, with properties calculated with the ωB97M-V functional and the def2-TZVPD basis.

Computed properties:
- net charge = +1
- spin multiplicity = 1
- electronic energy (eV) = -38912.785

Positions of all 42 atoms, in Å:
F  -3.37766  2.54003  2.22740
C  -3.11145  1.18680  2.26142
C  -4.19584  0.31276  2.19810
C  -3.87922  -1.04858  2.22198
F  -4.91798  -1.95271  2.17248
C  -2.58355  -1.52278  2.29962
C  -1.47347  -0.61734  2.37276
C  -0.18114  -1.19944  2.44764
C  1.10454  -0.62272  2.27987
C  2.21898  -1.52512  2.22064
C  3.51282  -1.04610  2.15799
F  4.55641  -1.94643  2.16290
C  3.82662  0.31544  2.11209
C  2.73548  1.18300  2.10863
F  2.99644  2.53793  2.08521
C  1.40894  0.76883  2.15030
C  -1.78670  0.77751  2.36312
H  -5.22266  0.66650  2.14366
H  -2.38316  -2.59299  2.26235
H  -0.18234  -2.29142  2.52645
H  2.02306  -2.59702  2.21833
H  4.85359  0.67312  2.09311
H  0.62073  1.50592  2.07451
H  -1.00494  1.52324  2.42105
O  -1.73370  0.08678  6.21833
C  -1.53690  -1.12498  6.27537
C  -2.36126  -2.20516  6.88262
C  -1.65775  -3.40879  6.86333
C  -2.24903  -4.59277  7.30445
C  -3.57174  -4.55359  7.77575
C  -4.26628  -3.32923  7.82731
C  -3.65577  -2.14568  7.39766
C  -0.28458  -3.23229  6.27563
C  -0.32058  -1.81996  5.76538
N  0.81200  -1.08629  5.73096
N  1.80843  -0.52043  5.63771
H  -1.68852  -5.52816  7.25920
H  -4.06329  -5.47552  8.09543
H  -5.29486  -3.30924  8.19142
H  -4.16540  -1.18440  7.42546
H  0.50646  -3.34405  7.03712
H  -0.07212  -3.98656  5.50468

Atomic forces in eV per Å
0.41 -1.85 0.07
0.15 1.34 0.03
0.63 -0.43 0.09
-1.02 -0.71 -0.03
1.41 1.15 0.02
0.49 0.01 0.01
-1.41 0.38 0.18
-0.11 0.14 -0.60
1.41 0.34 -0.19
-0.57 0.01 0.28
1.16 -0.70 -0.01
-1.43 1.15 -0.07
-0.64 -0.48 0.12
-0.15 1.39 0.04
-0.41 -1.86 -0.09
0.13 -0.25 0.15
-0.11 -0.26 -0.13
0.23 -0.07 -0.01
-0.26 0.21 0.13
0.01 0.32 0.02
0.26 0.22 0.15
-0.23 -0.07 -0.03
0.55 0.00 0.10
-0.57 -0.01 0.15
-0.02 -1.43 -0.05
-0.03 1.39 -0.11
-0.12 -0.23 0.06
-0.38 -0.07 -0.02
-0.24 0.14 0.03
0.39 0.40 -0.20
0.25 0.06 -0.09
-0.14 -0.15 -0.07
0.85 -0.76 -0.04
0.97 1.21 0.38
2.17 0.80 -0.43
-3.50 -1.77 0.23
-0.23 0.21 0.07
0.18 0.34 -0.08
0.35 0.01 -0.07
-0.02 -0.25 0.03
-0.29 -0.05 -0.12
-0.09 0.18 0.09

[4]
Below is a molecular structure, C22H14BrCl5N2O3Pd, with properties calculated with the ωB97M-V functional and the def2-TZVPD basis.

Computed properties:
- spin multiplicity = 1
- electronic energy (eV) = -168296.854
- ΔE to the lowest compared entry with this formula, charge and spin (kcal per mole) = 1.2

Positions of all 48 atoms, in Å:
Pd  -0.91468  0.21429  0.45123
O  1.51548  -3.05188  0.66507
C  0.88436  -3.95898  -0.11059
C  1.46739  -5.21214  -0.27199
C  0.85142  -6.16914  -1.05968
C  -0.35710  -5.90106  -1.69102
C  -0.93517  -4.65230  -1.53088
C  -0.32355  -3.67185  -0.75996
C  -0.92176  -2.29346  -0.66551
O  -0.79564  -1.74362  0.60263
N  -0.20638  -1.42458  -1.63888
N  -0.24431  -0.11767  -1.40181
C  0.21381  0.78684  -2.18608
C  0.17278  2.19831  -1.83681
Br  -0.69633  2.61961  -0.17578
C  0.65662  3.15823  -2.62317
C  0.68342  4.61192  -2.39867
C  1.11616  5.16989  -1.19714
C  1.13494  6.54616  -1.03255
C  0.72401  7.37847  -2.06325
C  0.30942  6.83125  -3.26978
C  0.30026  5.45721  -3.44021
H  0.86407  -2.34902  0.87548
H  2.39803  -5.41661  0.24045
H  1.31421  -7.14148  -1.17089
H  -0.84391  -6.65685  -2.29184
H  -1.88213  -4.42562  -2.00894
H  -1.97681  -2.32288  -0.97090
H  0.25849  -1.77834  -2.46180
H  0.65391  0.51628  -3.14205
H  1.05904  2.81313  -3.57229
H  1.46315  4.52940  -0.39721
H  1.47848  6.96815  -0.09747
H  0.73692  8.45218  -1.93101
H  -0.00259  7.47598  -4.08061
H  -0.01759  5.03093  -4.38413
Cl  -0.01623  -2.75788  6.85667
C  -0.47464  -1.80337  5.49890
C  0.49443  -1.21068  4.69525
Cl  2.16202  -1.42865  5.06154
C  0.11745  -0.43749  3.60404
Cl  1.32516  0.32924  2.62881
C  -1.23104  -0.24093  3.26526
O  -1.62316  0.50608  2.26324
C  -2.18979  -0.85202  4.09318
Cl  -3.84737  -0.62367  3.68925
C  -1.82254  -1.61338  5.19307
Cl  -3.03273  -2.33800  6.17884

Atomic forces in eV per Å
-0.01 -0.03 -0.11
0.00 0.00 0.00
0.00 0.00 0.00
0.00 -0.01 -0.01
0.00 0.01 0.01
-0.01 0.00 -0.01
0.00 0.00 0.00
0.01 0.00 0.02
-0.02 0.04 -0.07
0.02 0.00 0.02
0.10 0.00 0.01
-0.08 -0.03 0.15
-0.01 0.00 -0.02
0.01 -0.01 -0.02
0.00 0.03 -0.03
-0.01 0.00 0.01
0.00 0.00 -0.02
0.00 0.00 0.01
0.00 0.00 0.00
0.00 0.00 0.00
0.00 0.00 0.00
0.00 0.00 0.00
0.00 0.01 0.01
0.00 0.00 0.00
0.00 0.00 0.00
0.00 0.00 0.00
0.00 0.00 0.00
0.00 -0.03 0.01
-0.03 -0.02 -0.01
0.00 0.01 0.00
0.00 0.00 0.00
0.00 0.00 0.00
0.00 0.00 0.00
0.00 0.00 0.00
0.00 0.00 0.00
0.00 0.00 0.00
0.00 0.00 0.00
-0.02 0.01 -0.02
0.00 -0.02 0.01
0.00 0.00 0.00
0.03 0.01 -0.01
-0.01 -0.02 0.03
0.00 -0.08 0.02
0.02 0.14 0.01
-0.02 -0.03 -0.01
0.01 0.00 0.00
0.03 0.00 0.00
0.00 0.00 0.00